P.
The molecule C2H3N3O. Source: OMol25; level of theory: the ωB97M-V functional and the def2-TZVPD basis.

```
9
Properties=species:S:1:pos:R:3:lowdin_charge:R:1
N -0.92 1.31 0.43 0.02
C -0.29 0.17 0.19 -0.46
C -0.09 -1.19 0.27 -0.02
O 1.08 -1.47 -0.40 -0.03
N 1.62 -0.35 -0.88 0.08
N 0.81 0.57 -0.54 0.03
H 0.29 1.69 -0.44 0.24
H -1.90 1.31 0.68 0.04
H -0.60 -2.03 0.70 0.11
```

Values from the calculation:
* net charge: 0
* lowest unoccupied orbital energy: 0.3 eV
* frontier orbital gap: 0.31229 Eh

---

Q.
The molecule C2H3N3O. Source: OMol25; level of theory: the ωB97M-V functional and the def2-TZVPD basis.

```
9
Properties=species:S:1:pos:R:3:lowdin_charge:R:1
O 2.13 -0.43 -0.28 0.10
C 0.85 -0.06 -0.13 -0.51
N 0.05 -1.12 -0.31 0.13
C -1.12 -0.62 -0.05 -0.19
N -1.03 0.67 0.26 -0.01
N 0.27 1.09 0.22 0.11
H 2.66 0.35 -0.14 0.10
H -2.03 -1.19 -0.08 0.12
H -1.78 1.30 0.51 0.14
```

Values from the calculation:
* net charge: 0
* lowest unoccupied orbital energy: 0.9 eV
* frontier orbital gap: 0.38238 Eh

---

Stability check: which of them is least stable? P.

---

P.
The ion C3H8N3O with charge +1. Source: OMol25; level of theory: the ωB97M-V functional and the def2-TZVPD basis.

```
15
Properties=species:S:1:pos:R:3:lowdin_charge:R:1
N 1.50 0.91 -0.11 0.23
N 0.36 0.18 0.34 -0.10
C 0.40 -1.27 0.28 -0.11
C -1.07 -1.55 0.05 -0.07
N -1.75 -0.54 -0.26 0.15
C -0.92 0.62 -0.33 -0.43
O -1.38 1.75 0.26 0.06
H 1.80 0.71 -1.09 0.20
H 2.29 0.74 0.53 0.20
H 1.24 1.91 -0.04 0.19
H 0.76 -1.70 1.21 0.13
H 0.99 -1.66 -0.57 0.13
H -1.51 -2.53 0.13 0.13
H -0.74 0.86 -1.40 0.17
H -1.97 1.55 1.00 0.13
```

Values from the calculation:
* net charge: +1
* lowest unoccupied orbital energy: -3.9 eV
* frontier orbital gap: 0.39960 Eh

---

Q.
A structure of composition C3H8N3O. Source: OMol25; level of theory: the ωB97M-V functional and the def2-TZVPD basis.

```
15
Properties=species:S:1:pos:R:3:lowdin_charge:R:1
C 0.72 0.09 -0.07 0.03
C 0.53 2.25 -2.04 -0.06
C -0.22 0.33 1.24 -0.30
N -0.43 1.27 -1.88 -0.08
N -0.57 0.21 -1.38 0.13
N -1.26 -0.37 1.05 0.21
O -0.20 1.05 2.37 0.17
H 0.86 -0.95 -0.02 0.07
H 1.60 0.70 -0.32 0.09
H 0.75 2.78 -1.11 0.11
H 1.43 1.84 -2.41 0.10
H -2.03 -0.63 1.64 0.16
H -1.39 -0.80 0.08 0.15
H 0.07 2.97 -2.67 0.09
H 0.65 1.46 2.58 0.15
```

Values from the calculation:
* net charge: +1
* lowest unoccupied orbital energy: -4.0 eV
* frontier orbital gap: 0.32916 Eh

---

R.
The ion C3H8N3O with charge +1. Source: OMol25; level of theory: the ωB97M-V functional and the def2-TZVPD basis.

```
15
Properties=species:S:1:pos:R:3:lowdin_charge:R:1
C 1.28 0.33 0.17 -0.13
C -0.01 1.04 0.24 0.02
N -1.20 -0.08 0.14 -0.14
C -0.38 -1.40 0.37 -0.14
N 0.81 -1.04 -0.15 -0.06
N -2.31 -0.12 -0.75 0.18
O -2.48 0.14 0.67 0.09
H 2.02 0.58 -0.60 0.14
H 1.80 0.15 1.15 0.15
H -0.13 1.70 1.08 0.14
H -0.09 1.61 -0.60 0.09
H -0.77 -2.36 -0.06 0.17
H -0.51 -1.62 1.47 0.16
H 0.79 -1.15 -1.24 0.19
H -2.44 0.68 -1.36 0.14
```

Values from the calculation:
* net charge: +1
* lowest unoccupied orbital energy: -3.5 eV
* frontier orbital gap: 0.41408 Eh

---

Stability check: which of them is least stable? R.

---

P.
The molecule C5H12O4. Source: OMol25; level of theory: the ωB97M-V functional and the def2-TZVPD basis.

```
21
Properties=species:S:1:pos:R:3:lowdin_charge:R:1
C -1.68 0.97 0.84 0.02
C -0.34 0.25 0.85 -0.50
O -0.34 -0.66 1.87 0.05
O 0.83 1.30 1.14 -0.06
C 0.36 -0.09 -0.44 -0.35
C 0.35 0.94 -1.56 -0.01
C 1.69 -0.83 -0.36 -0.02
O -0.68 -1.29 -1.08 -0.15
O -1.12 -2.16 0.00 -0.08
H -1.85 1.43 1.81 0.10
H -1.74 1.76 0.09 0.08
H -2.47 0.24 0.67 0.10
H 0.39 -1.30 1.72 0.12
H 0.40 2.15 1.28 0.08
H -0.55 1.55 -1.57 0.08
H 1.22 1.60 -1.49 0.10
H 0.39 0.42 -2.53 0.10
H 2.27 -0.62 0.54 0.09
H 1.56 -1.91 -0.37 0.09
H 2.35 -0.63 -1.21 0.09
H -1.06 -3.10 -0.20 0.10
```

Values from the calculation:
* net charge: 0
* lowest unoccupied orbital energy: 0.8 eV
* frontier orbital gap: 0.37523 Eh

---

Q.
A cluster of 2 separate species, C5H12O4 in total. Source: OMol25; level of theory: the ωB97M-V functional and the def2-TZVPD basis.

```
21
Properties=species:S:1:pos:R:3:lowdin_charge:R:1
O 3.14 1.10 0.56 -0.01
C 2.56 0.01 0.46 -0.28
C 1.46 -0.48 -0.40 -0.09
C 0.09 0.04 -0.86 -0.39
O 0.04 1.45 -0.83 -0.02
C -1.08 -0.61 -0.13 -0.14
C -2.34 -0.68 -0.98 -0.27
O -3.36 -1.29 -0.22 -0.06
H 2.56 -0.61 1.39 0.12
H 1.36 -1.56 -0.21 0.12
H 2.19 -0.14 -1.29 0.18
H 0.02 -0.22 -1.93 0.15
H -0.19 1.75 0.05 0.09
H -1.30 -0.06 0.80 0.13
H -0.79 -1.63 0.17 0.12
H -2.13 -1.27 -1.89 0.13
H -2.64 0.33 -1.30 0.13
H -4.00 -1.69 -0.81 0.08
O 1.35 1.45 2.66 -0.13
H 0.85 2.28 2.66 0.02
H 2.21 1.85 2.12 0.11
```

Values from the calculation:
* net charge: 0
* lowest unoccupied orbital energy: 0.5 eV
* frontier orbital gap: 0.37699 Eh

---

Stability check: which of them is least stable? P.

---

P.
A cluster of 2 separate species, CH7NS2 in total. Source: OMol25; level of theory: the ωB97M-V functional and the def2-TZVPD basis.

```
11
Properties=species:S:1:pos:R:3:lowdin_charge:R:1
C 1.12 -0.05 1.07 -0.46
S -0.60 -0.66 1.25 0.35
S -1.69 1.12 1.17 0.31
H 1.11 0.97 1.45 0.01
H 1.75 -0.66 1.71 0.02
H 1.38 0.03 0.02 0.00
H -2.24 0.90 2.35 -0.22
N -0.08 -0.20 -2.15 0.02
H 0.57 -0.90 -2.47 0.01
H -0.64 0.09 -2.94 0.01
H -0.67 -0.63 -1.47 -0.05
```

Values from the calculation:
* net charge: 0
* lowest unoccupied orbital energy: 0.5 eV
* frontier orbital gap: 0.33929 Eh

---

Q.
A cluster of 2 separate species, CH7NS2 in total. Source: OMol25; level of theory: the ωB97M-V functional and the def2-TZVPD basis.

```
11
Properties=species:S:1:pos:R:3:lowdin_charge:R:1
C -0.29 -0.74 2.19 -0.16
N -0.14 0.38 1.13 -0.09
H -1.34 -0.74 2.60 0.07
H 0.47 -0.49 2.94 0.06
H 0.03 -1.64 1.66 0.05
H -0.94 0.17 0.50 0.06
H -0.20 1.29 1.48 0.01
S 1.69 0.28 -3.13 0.24
S -0.15 0.15 -3.82 0.19
H 1.79 0.09 -1.87 -0.25
H -0.93 1.25 -3.67 -0.19
```

Values from the calculation:
* net charge: 0
* lowest unoccupied orbital energy: 0.5 eV
* frontier orbital gap: 0.35708 Eh

---

Stability check: which of them is least stable? Q.

---

P.
The molecule C5H8N2. Source: OMol25; level of theory: the ωB97M-V functional and the def2-TZVPD basis.

```
15
Properties=species:S:1:pos:R:3:lowdin_charge:R:1
C -1.74 0.62 0.07 0.04
C -0.69 -0.33 -0.15 -0.29
C 1.05 0.72 -0.67 -0.17
C 0.32 1.87 -0.80 -0.29
N -0.59 2.62 -0.69 0.12
N 0.58 -0.06 0.45 -0.21
C 1.39 -1.22 0.76 -0.09
H -1.72 1.21 0.97 0.10
H -2.64 0.58 -0.54 0.10
H -1.58 -0.71 0.61 0.19
H -0.74 -0.97 -1.04 0.15
H 1.55 0.23 -1.51 0.10
H 1.56 -1.87 -0.12 0.09
H 0.90 -1.82 1.54 0.09
H 2.35 -0.88 1.13 0.09
```

Values from the calculation:
* net charge: 0
* lowest unoccupied orbital energy (alpha / beta): 0.3 / 0.3 eV
* frontier orbital gap (alpha / beta): 0.28134 / 0.28122 Eh

---

Q.
The molecule C5H8N2. Source: OMol25; level of theory: the ωB97M-V functional and the def2-TZVPD basis.

```
15
Properties=species:S:1:pos:R:3:lowdin_charge:R:1
C 2.38 -0.74 -0.01 0.00
N 1.14 -0.34 -0.12 -0.24
C 0.93 1.11 -0.06 -0.13
C -0.55 1.17 0.09 -0.04
C -0.98 -0.12 0.00 -0.36
C -2.38 -0.62 0.01 -0.05
N 0.04 -1.06 -0.12 0.11
H 2.71 -1.73 -0.24 0.06
H 3.01 -0.26 0.72 0.06
H 1.77 1.32 0.67 0.14
H 1.32 1.61 -0.95 0.13
H -1.14 2.06 0.16 0.10
H -3.08 0.15 0.36 0.07
H -2.50 -1.49 0.66 0.08
H -2.71 -0.93 -0.98 0.08
```

Values from the calculation:
* net charge: 0
* lowest unoccupied orbital energy (alpha / beta): 0.3 / 0.3 eV
* frontier orbital gap (alpha / beta): 0.27401 / 0.27462 Eh

---

Stability check: which of them is least stable? P.

---

P.
A structure of composition C5H8N2. Source: OMol25; level of theory: the ωB97M-V functional and the def2-TZVPD basis.

```
15
Properties=species:S:1:pos:R:3:lowdin_charge:R:1
N -0.65 0.11 1.98 0.04
C -0.01 -0.53 0.84 -0.46
C -0.21 -2.01 0.78 -0.19
N -0.41 -3.15 0.77 0.16
C -0.66 -0.10 -0.48 -0.01
C 0.34 0.00 -1.56 -0.25
C 0.40 1.46 -1.08 -0.10
H -0.39 -0.36 2.85 0.08
H -1.66 0.03 1.87 0.08
H 1.08 -0.36 0.91 0.14
H -0.59 1.60 -0.57 0.09
H 1.30 -0.50 -1.45 0.11
H -0.06 -0.08 -2.57 0.11
H 0.32 2.17 -1.89 0.10
H 1.19 1.73 -0.39 0.10
```

Values from the calculation:
* net charge: 0
* lowest unoccupied orbital energy: 0.5 eV
* frontier orbital gap: 0.34826 Eh

---

Q.
The molecule C5H8N2. Source: OMol25; level of theory: the ωB97M-V functional and the def2-TZVPD basis.

```
15
Properties=species:S:1:pos:R:3:lowdin_charge:R:1
C -2.41 -0.18 0.01 -0.07
C -0.93 0.09 -0.02 -0.30
C -0.32 1.29 -0.27 -0.10
N 1.04 1.11 -0.25 0.05
C 1.32 -0.20 0.03 -0.38
N 2.69 -0.55 0.10 0.07
C 0.12 -0.86 0.18 -0.01
H -2.68 -1.02 -0.65 0.07
H -2.74 -0.45 1.02 0.07
H -2.98 0.69 -0.30 0.07
H -0.76 2.25 -0.52 0.11
H 1.73 1.83 -0.13 0.15
H 2.96 -0.92 1.01 0.07
H 2.96 -1.19 -0.64 0.08
H -0.02 -1.91 0.43 0.10
```

Values from the calculation:
* net charge: 0
* lowest unoccupied orbital energy: 1.1 eV
* frontier orbital gap: 0.33099 Eh

---

R.
The molecule C5H8N2. Source: OMol25; level of theory: the ωB97M-V functional and the def2-TZVPD basis.

```
15
Properties=species:S:1:pos:R:3:lowdin_charge:R:1
N 0.62 0.33 2.40 0.14
C -0.19 0.09 1.61 -0.26
C -1.45 -0.12 0.79 -0.17
C -1.29 0.49 -0.60 -0.21
C 0.03 0.05 -1.17 -0.13
C 1.01 -0.54 -0.46 -0.27
N 2.35 -0.18 -0.65 0.05
H -1.69 -1.18 0.70 0.12
H -2.21 0.36 1.41 0.11
H -1.26 1.59 -0.51 0.12
H -2.15 0.28 -1.25 0.11
H 0.31 0.43 -2.15 0.10
H 0.85 -1.35 0.24 0.11
H 2.98 -0.63 0.00 0.08
H 2.45 0.82 -0.56 0.09
```

Values from the calculation:
* net charge: 0
* lowest unoccupied orbital energy: 0.9 eV
* frontier orbital gap: 0.32831 Eh

---

Stability check: which of them is least stable? P.